DFT (the ωB97M-V functional and the def2-TZVPD basis) results for a molecular structure, C44H34N5O8P2Re.

As for the net charge: +1. The value obtained for the HOMO energy (spin up / spin down) is -10.930 / -10.928 eV. The calculation puts the strongest force on any atom at 0.93 eV Å⁻¹. Its spin multiplicity is 2.

Structure (XYZ):
```
94
C44H34N5O8P2Re the ωB97M-V functional and the def2-TZVPD basis
Re -1.276 1.467 -0.885
O 1.158 4.111 -2.773
C 0.270 3.370 -2.452
N 0.209 2.685 -1.229
C 0.920 3.289 -0.119
C -0.106 3.504 0.960
C 0.121 4.279 2.084
C -0.891 4.438 3.013
C -2.119 3.829 2.790
C -2.279 3.057 1.661
N -1.288 2.877 0.771
C -0.972 3.186 -3.271
C -1.091 3.684 -4.548
C -2.306 3.533 -5.198
C -3.350 2.901 -4.539
C -3.149 2.424 -3.255
N -1.978 2.569 -2.635
H 1.401 4.221 -0.417
H 1.700 2.624 0.269
H 1.082 4.760 2.209
H -0.733 5.045 3.894
H -2.944 3.948 3.477
H -3.215 2.563 1.449
H -0.239 4.170 -5.000
H -2.439 3.904 -6.205
H -4.313 2.768 -5.011
H -3.925 1.905 -2.710
O -4.094 -1.469 -0.972
C -3.189 -0.865 -1.470
O -2.852 0.378 -1.054
C -2.357 -1.346 -2.601
C -2.780 -2.506 -3.234
C -2.071 -3.012 -4.300
C -0.939 -2.375 -4.777
C -0.530 -1.221 -4.160
C -1.179 -0.686 -3.023
O -0.621 0.312 -2.401
N 0.666 -0.557 -4.690
O 1.558 -1.269 -5.104
O 0.690 0.658 -4.686
N -2.511 -4.258 -4.935
O -3.476 -4.818 -4.457
O -1.877 -4.648 -5.894
H -3.666 -3.013 -2.876
H -0.387 -2.776 -5.615
C 0.765 0.209 2.042
P -0.526 -0.209 0.808
C -0.007 -1.704 -0.063
C 1.047 -1.587 -0.971
C 1.445 -2.675 -1.723
C 0.772 -3.887 -1.593
C -0.288 -4.005 -0.708
C -0.681 -2.916 0.061
C -1.841 -0.778 1.950
C -3.150 -0.314 1.882
C -4.109 -0.754 2.786
C -3.775 -1.672 3.764
C -2.479 -2.173 3.824
C -1.525 -1.734 2.925
P 2.519 0.632 1.605
C 3.256 -1.000 1.271
C 3.013 -2.124 2.057
C 3.578 -3.345 1.725
C 4.415 -3.445 0.619
C 4.688 -2.324 -0.150
C 4.104 -1.105 0.173
C 3.149 0.984 3.289
C 4.503 0.740 3.531
C 5.076 1.073 4.747
C 4.309 1.659 5.744
C 2.965 1.909 5.515
C 2.389 1.578 4.295
H 0.772 -0.609 2.761
H 0.333 1.072 2.560
H 1.537 -0.629 -1.114
H 2.265 -2.578 -2.424
H 1.072 -4.737 -2.192
H -0.819 -4.943 -0.615
H -1.521 -3.015 0.735
H -3.449 0.350 1.087
H -5.125 -0.390 2.705
H -4.523 -2.017 4.465
H -2.216 -2.916 4.565
H -0.536 -2.171 2.964
H 2.388 -2.050 2.941
H 3.378 -4.218 2.332
H 4.861 -4.397 0.366
H 5.350 -2.396 -1.003
H 4.298 -0.232 -0.440
H 5.112 0.274 2.765
H 6.125 0.870 4.918
H 4.756 1.916 6.695
H 2.358 2.359 6.289
H 1.336 1.786 4.153
```

Table of Löwdin atomic charges, one value per atom, all in e:
1 Re 1.5587
2 O 0.1499
3 C -0.4071
4 N -0.1421
5 C -0.1431
6 C -0.2419
7 C 0.0057
8 C -0.0239
9 C -0.0255
10 C -0.0949
11 N -0.0658
12 C -0.1814
13 C 0.0375
14 C -0.0071
15 C -0.0123
16 C -0.0769
17 N -0.0168
18 H 0.1375
19 H 0.0500
20 H 0.1338
21 H 0.1234
22 H 0.1203
23 H 0.1137
24 H 0.1375
25 H 0.1242
26 H 0.1201
27 H 0.1212
28 O 0.1420
29 C -0.5085
30 O -0.2706
31 C -0.0481
32 C 0.0894
33 C -0.1204
34 C 0.0965
35 C -0.0601
36 C -0.2508
37 O -0.2231
38 N -0.3324
39 O 0.0976
40 O 0.0961
41 N -0.3533
42 O 0.0923
43 O 0.0919
44 H 0.1425
45 H 0.1426
46 C -0.4712
47 P 0.9821
48 C -0.3499
49 C -0.1205
50 C -0.0598
51 C -0.0511
52 C -0.0546
53 C -0.0681
54 C -0.3391
55 C -0.1036
56 C -0.0542
57 C -0.0581
58 C -0.0569
59 C -0.1042
60 P 1.0484
61 C -0.4272
62 C -0.0855
63 C -0.0624
64 C -0.0682
65 C -0.0757
66 C -0.1225
67 C -0.3735
68 C -0.0933
69 C -0.0693
70 C -0.0778
71 C -0.0812
72 C -0.1046
73 H 0.0366
74 H 0.0328
75 H 0.1042
76 H 0.1159
77 H 0.1153
78 H 0.1141
79 H 0.1054
80 H 0.0649
81 H 0.1142
82 H 0.1128
83 H 0.1132
84 H 0.1048
85 H 0.1058
86 H 0.1089
87 H 0.1097
88 H 0.1106
89 H 0.1039
90 H 0.1051
91 H 0.1100
92 H 0.1079
93 H 0.1055
94 H 0.0820

***

DFT (the ωB97M-V functional and the def2-TZVPD basis) results for a molecular structure, C44H34N6O2S8Zr at a distorted geometry.

As for the net charge: +2. The value obtained for the HOMO energy is -11.743 eV. The calculation puts the strongest force on any atom at 3.03 eV Å⁻¹.

Structure (XYZ):
```
95
C44H34N6O2S8Zr the ωB97M-V functional and the def2-TZVPD basis
Zr -0.834 0.923 -1.973
C 6.643 -5.742 7.594
O 5.284 -6.037 7.294
C 4.722 -5.324 6.296
C 3.324 -5.323 6.253
C 2.641 -4.671 5.223
C 3.393 -3.918 4.329
C 4.779 -3.831 4.406
C 5.441 -4.519 5.406
C 2.724 -3.087 3.325
N 1.441 -2.841 3.288
C 1.284 -2.169 2.097
C 2.482 -1.930 1.465
N 3.435 -2.589 2.260
C 2.548 -1.254 0.225
C 3.718 -0.904 -0.520
C 3.637 0.025 -1.531
C 2.397 0.542 -1.908
N 1.314 0.179 -1.219
C 1.371 -0.690 -0.222
C 0.104 -0.924 0.421
N -1.024 -0.385 -0.110
C -2.176 -0.564 0.570
C -2.334 -1.251 1.743
C -1.179 -1.858 2.194
C 0.037 -1.690 1.607
H 6.908 -6.135 8.567
H 6.800 -4.620 7.761
H 7.320 -6.188 6.810
H 2.700 -5.789 7.033
H 1.533 -4.698 5.065
H 5.259 -3.050 3.798
H 6.492 -4.510 5.531
H 4.461 -2.488 2.349
H 4.634 -1.369 -0.268
H 4.558 0.307 -2.127
H 2.367 1.370 -2.660
H -3.081 -0.226 0.069
H -3.281 -1.399 2.187
H -1.085 -2.505 3.037
S 0.240 3.114 -2.864
C 0.360 3.472 -1.131
C 0.871 4.651 -0.518
C 0.936 4.713 0.845
C 0.549 3.589 1.610
C 0.080 2.495 0.942
N -0.059 2.405 -0.377
H 1.177 5.483 -1.163
H 1.372 5.504 1.416
H 0.612 3.558 2.664
H -0.265 1.614 1.549
C 1.709 -3.607 -5.135
S 2.085 -2.440 -3.820
C 2.322 -0.909 -4.629
C 1.446 0.117 -4.687
S -0.204 -0.198 -4.171
S 2.011 1.626 -5.382
C 3.640 1.118 -5.719
S 4.640 2.261 -6.313
S 3.958 -0.501 -5.262
H 1.301 -4.511 -4.654
H 2.631 -3.806 -5.673
H 0.908 -3.281 -5.824
S -2.933 -3.119 -3.386
C -4.154 -1.931 -3.569
C -3.772 -0.744 -3.014
N -2.448 -0.819 -2.522
C -1.959 -2.019 -2.583
H -5.110 -2.181 -3.957
H -4.270 0.199 -2.985
H -0.879 -2.216 -2.372
O -2.595 1.961 -2.002
S -3.415 3.224 -2.313
C -5.085 2.657 -2.148
C -5.998 3.101 -3.072
C -7.326 2.744 -2.856
C -7.739 2.059 -1.736
C -6.769 1.502 -0.898
C -5.425 1.857 -1.034
C -3.088 4.293 -0.995
C -2.786 5.641 -1.191
C -2.378 6.474 -0.166
C -2.325 5.941 1.146
C -2.622 4.592 1.327
C -2.996 3.747 0.298
H -5.769 3.716 -3.911
H -8.080 2.967 -3.542
H -8.784 1.821 -1.677
H -7.033 0.835 -0.117
H -4.678 1.382 -0.369
H -2.773 6.035 -2.227
H -2.142 7.509 -0.297
H -2.092 6.587 2.004
H -2.543 4.191 2.362
H -3.114 2.662 0.434
```

Table of Löwdin atomic charges, one value per atom, all in e:
1 Zr 1.3956
2 C -0.0759
3 O -0.0647
4 C -0.2726
5 C 0.0257
6 C -0.0053
7 C -0.1817
8 C -0.0182
9 C 0.0018
10 C -0.2640
11 N 0.2018
12 C -0.1647
13 C -0.0994
14 N 0.1890
15 C -0.0492
16 C 0.0538
17 C -0.0178
18 C -0.1369
19 N -0.0043
20 C -0.1805
21 C -0.1330
22 N -0.0282
23 C -0.1171
24 C 0.0093
25 C 0.0450
26 C -0.0711
27 H 0.0874
28 H 0.1220
29 H 0.1155
30 H 0.1340
31 H 0.1319
32 H 0.1104
33 H 0.0932
34 H 0.1582
35 H 0.1162
36 H 0.1469
37 H 0.0831
38 H 0.1025
39 H 0.1156
40 H 0.1285
41 S 0.6082
42 C -0.6613
43 C -0.0511
44 C -0.0334
45 C -0.0483
46 C -0.1526
47 N -0.1193
48 H 0.1276
49 H 0.1180
50 H 0.1053
51 H 0.1336
52 C -0.3705
53 S 0.7949
54 C -0.9855
55 C -1.0826
56 S 0.5808
57 S 0.8676
58 C -1.5055
59 S 0.6169
60 S 0.9279
61 H 0.0462
62 H 0.0385
63 H 0.0582
64 S 1.1098
65 C -0.3326
66 C -0.1595
67 N -0.2222
68 C -0.5791
69 H 0.0745
70 H 0.0871
71 H 0.0746
72 O -0.7165
73 S 1.1202
74 C -0.3887
75 C -0.0507
76 C -0.0439
77 C -0.0282
78 C -0.0363
79 C -0.0672
80 C -0.3959
81 C -0.0654
82 C -0.0388
83 C -0.0360
84 C -0.0789
85 C -0.0741
86 H 0.1173
87 H 0.1041
88 H 0.1198
89 H 0.1048
90 H 0.0985
91 H 0.1339
92 H 0.1130
93 H 0.1274
94 H 0.1306
95 H 0.1016

***

DFT (the ωB97M-V functional and the def2-TZVPD basis) results for a molecular structure, C44H35AsCoN2O3PS2Te.

As for the net charge: -1. The value obtained for the HOMO energy (spin up / spin down) is -4.832 / -4.819 eV. The calculation puts the strongest force on any atom at 0.20 eV Å⁻¹. Its spin multiplicity is 2.

Structure (XYZ):
```
90
C44H35AsCoN2O3PS2Te the ωB97M-V functional and the def2-TZVPD basis
Co 1.718 -2.010 0.201
S 0.824 -3.320 -1.501
C 0.267 -4.310 -0.207
S 0.985 -3.864 1.288
C -0.696 -5.304 -0.342
C -1.289 -5.609 -1.598
N -1.794 -5.862 -2.606
C -1.168 -6.026 0.789
N -1.556 -6.616 1.702
O 5.206 -0.692 1.728
C 4.381 -1.121 0.930
O 3.486 -2.012 1.152
C 4.371 -0.571 -0.514
P 2.624 -0.274 -0.919
C 2.286 1.394 -0.264
C 1.060 2.008 -0.514
C 0.759 3.250 0.023
C 1.682 3.893 0.836
C 2.897 3.283 1.111
C 3.199 2.040 0.569
C 2.612 -0.085 -2.734
C 2.758 -1.252 -3.486
C 2.806 -1.196 -4.870
C 2.686 0.024 -5.522
C 2.524 1.187 -4.782
C 2.495 1.135 -3.394
H 4.695 -1.379 -1.175
H 5.032 0.283 -0.641
H 0.323 1.509 -1.130
H -0.206 3.701 -0.177
H 1.444 4.851 1.282
H 3.609 3.767 1.767
H 4.143 1.571 0.817
H 2.825 -2.210 -2.983
H 2.921 -2.110 -5.439
H 2.714 0.068 -6.604
H 2.430 2.142 -5.285
H 2.386 2.050 -2.825
C 2.662 0.987 4.187
Te 1.458 -0.438 3.118
C 0.008 1.133 3.046
C 0.600 2.336 3.723
C -0.109 3.536 3.783
C 0.444 4.663 4.367
C 1.724 4.598 4.907
C 2.429 3.407 4.856
C 1.878 2.269 4.265
H 3.593 1.131 3.636
H 2.911 0.610 5.178
H -0.912 0.812 3.534
H -0.208 1.343 2.000
H -1.101 3.582 3.345
H -0.117 5.589 4.401
H 2.168 5.472 5.367
H 3.428 3.352 5.275
O -0.239 -0.819 0.469
As -1.738 -0.826 -0.238
C -1.746 -1.288 -2.098
C -2.474 -2.381 -2.543
C -2.363 -2.788 -3.866
C -1.535 -2.098 -4.735
C -0.806 -1.000 -4.291
C -0.906 -0.600 -2.971
C -2.515 0.941 -0.097
C -2.655 1.788 -1.191
C -3.145 3.076 -1.016
C -3.507 3.516 0.249
C -3.388 2.665 1.341
C -2.895 1.382 1.167
C -2.998 -1.959 0.651
C -4.360 -1.790 0.416
C -5.266 -2.642 1.025
C -4.808 -3.657 1.859
C -3.451 -3.817 2.095
C -2.537 -2.962 1.492
H -3.088 -2.951 -1.857
H -2.883 -3.678 -4.192
H -1.434 -2.432 -5.760
H -0.136 -0.476 -4.960
H -0.291 0.218 -2.621
H -2.391 1.445 -2.183
H -3.248 3.732 -1.871
H -3.890 4.520 0.384
H -3.683 3.001 2.327
H -2.806 0.718 2.019
H -4.711 -1.000 -0.239
H -6.327 -2.521 0.846
H -5.518 -4.331 2.324
H -3.090 -4.621 2.722
H -1.472 -3.081 1.671
```

Table of Löwdin atomic charges, one value per atom, all in e:
1 Co -0.1075
2 S 0.6656
3 C -1.0832
4 S 0.6515
5 C -0.3836
6 C -0.2595
7 N 0.1364
8 C -0.2718
9 N 0.1384
10 O 0.0101
11 C -0.7412
12 O -0.2236
13 C -0.2197
14 P 1.0398
15 C -0.3321
16 C -0.1127
17 C -0.0742
18 C -0.0855
19 C -0.0716
20 C -0.0702
21 C -0.3323
22 C -0.1144
23 C -0.0836
24 C -0.1058
25 C -0.0914
26 C -0.0837
27 H 0.0982
28 H 0.0899
29 H 0.0743
30 H 0.0982
31 H 0.1020
32 H 0.1076
33 H 0.0954
34 H 0.0634
35 H 0.1067
36 H 0.0986
37 H 0.0991
38 H 0.0984
39 C -0.4210
40 Te 1.3899
41 C -0.4376
42 C -0.2829
43 C -0.0530
44 C -0.1036
45 C -0.1002
46 C -0.0518
47 C -0.2916
48 H 0.0484
49 H 0.0500
50 H 0.0491
51 H 0.0208
52 H 0.1024
53 H 0.0947
54 H 0.0941
55 H 0.1127
56 O -0.5588
57 As 1.2174
58 C -0.3285
59 C -0.1023
60 C -0.0797
61 C -0.0691
62 C -0.0726
63 C -0.1290
64 C -0.2849
65 C -0.0927
66 C -0.0884
67 C -0.0891
68 C -0.0815
69 C -0.1015
70 C -0.3083
71 C -0.1111
72 C -0.0878
73 C -0.0759
74 C -0.0645
75 C -0.0758
76 H 0.1021
77 H 0.0974
78 H 0.1030
79 H 0.0951
80 H 0.0793
81 H 0.0941
82 H 0.1028
83 H 0.1009
84 H 0.1043
85 H 0.1059
86 H 0.1069
87 H 0.0989
88 H 0.1020
89 H 0.0942
90 H 0.0507